# 1
The following is a DFT calculation (ωB97M-V/def2-TZVPD) of 2 unconnected molecules or ions with the total composition C4H12N2O in a non-equilibrium geometry.

Properties
Frontier orbital gap   8.51 eV
Spin multiplicity   1
SMILES   C=C(N)CCN.O
Net charge   0
Total energy   -344.26860 Ha

Each line ends with the Löwdin charge.
CARTESIAN COORDINATES (ANGSTROEM)
C -0.2483 -0.9424 1.3975  0.01
C 0.4589 -0.9354 0.2653  -0.40
N 0.0912 -1.4294 -1.0299  0.11
C 1.5911 0.0894 0.0878  -0.09
C 0.8761 1.5049 -0.4596  -0.24
N 1.2248 2.6006 0.4076  -0.02
H -1.3317 -0.9018 1.3752  0.04
H 0.1463 -0.6734 2.3142  0.02
H -0.7043 -2.1096 -1.0189  0.09
H 0.2524 -0.7492 -1.6511  0.01
H 2.2428 -0.2962 -0.6878  0.09
H 2.0357 0.3601 0.9857  0.07
H -0.0996 1.3882 -0.7814  0.07
H 1.5183 1.8626 -1.2801  0.11
H 0.4989 2.7561 1.0990  0.07
H 1.2576 3.4321 -0.1071  0.04
O -2.9593 -2.1202 -0.4763  -0.05
H -3.2023 -1.2228 -0.4723  0.01
H -3.6486 -2.6136 0.0324  0.07



# 2
The following is a DFT calculation (ωB97M-V/def2-TZVPD) of 2 unconnected molecules or ions with the total composition C4H12N2O in a non-equilibrium geometry.

Properties
Frontier orbital gap   9.79 eV
Spin multiplicity   1
SMILES   C/N=C(\C)O.CN
Net charge   0
Total energy   -344.33124 Ha

Each line ends with the Löwdin charge.
CARTESIAN COORDINATES (ANGSTROEM)
C 1.6129 -0.9042 -0.9172  -0.13
N 1.1470 0.2752 -0.2336  -0.01
C 0.1803 0.9561 -0.7057  -0.51
C -0.6100 0.7057 -1.9577  0.00
O -0.0796 2.1564 -0.1431  0.05
H 0.8733 -1.7095 -0.8581  0.08
H 2.5273 -1.2317 -0.4251  0.07
H 1.8287 -0.7186 -1.9727  0.08
H -1.4105 1.4366 -2.0311  0.08
H 0.0391 0.7969 -2.8296  0.09
H -1.0205 -0.3028 -1.9520  0.08
H 0.5328 2.2837 0.5964  0.12
C -0.4423 -0.8149 2.2760  -0.21
N -1.6139 -0.2908 1.6093  -0.07
H -0.5103 -1.9053 2.3096  0.06
H 0.4937 -0.5453 1.6795  0.06
H -0.3959 -0.4314 3.2947  0.07
H -1.6170 0.7238 1.6613  0.05
H -1.5352 -0.4797 0.5992  0.05